{"formula": "C4H6N2O", "method": "ωB97M-V/def2-TZVPD", "symbols": ["C", "H", "N", "C", "C", "N", "C", "H", "H", "H", "O", "H", "H"], "xyz": [[-0.322, -1.267, -0.424], [1.421, -0.476, -1.483], [-1.368, 0.715, -1.074], [1.173, -0.712, -0.376], [-0.810, 1.341, -0.124], [-1.392, -0.581, -0.830], [-0.073, 0.714, 1.088], [-0.496, 2.405, -0.408], [-0.635, -2.417, -0.356], [0.141, 1.590, 1.749], [1.172, 0.241, 0.778], [-0.789, 0.012, 1.664], [1.978, -1.564, -0.204]], "relative_energy_kcal_mol": 111.3, "e_homo_ev": -9.514, "energy_ha": -340.61760, "homo_lumo_gap_ha": 0.3697, "smiles": "C1=NN=CCOC1", "mol_weight_da": 98.11}



{"formula": "C59H57F2NO21", "method": "ωB97M-V/def2-TZVPD", "symbols": ["H", "H", "H", "H", "C", "O", "H", "C", "C", "H", "C", "C", "H", "H", "C", "C", "C", "H", "H", "N", "C", "C", "C", "H", "H", "H", "O", "C", "C", "C", "H", "H", "C", "H", "O", "C", "H", "H", "C", "C", "O", "H", "H", "O", "H", "C", "C", "H", "O", "H", "H", "H", "C", "C", "O", "O", "F", "C", "H", "H", "O", "C", "H", "C", "H", "C", "H", "H", "O", "H", "O", "C", "O", "C", "H", "H", "H", "H", "C", "H", "F", "H", "C", "C", "O", "H", "C", "H", "C", "C", "C", "C", "H", "H", "C", "C", "C", "C", "C", "H", "C", "C", "C", "O", "H", "H", "C", "H", "C", "C", "H", "H", "H", "C", "H", "C", "C", "H", "C", "H", "C", "C", "H", "O", "H", "H", "C", "H", "C", "C", "O", "O", "C", "C", "O", "O", "O", "H", "O", "C"], "xyz": [[-1.945, -4.870, 6.044], [-5.436, 3.828, 5.216], [4.344, -5.541, 3.294], [-1.062, -4.092, -4.227], [0.759, 1.613, -1.669], [1.770, 1.102, 1.330], [-1.257, 6.003, 3.614], [0.355, -3.408, -8.703], [6.622, -5.374, 5.437], [-1.698, -6.073, 1.714], [-1.079, 0.716, 0.739], [1.312, 4.990, -2.219], [-1.735, -3.861, -12.475], [6.299, -6.024, 6.240], [-1.755, 6.032, 2.530], [-4.677, 0.228, 4.730], [-1.474, -5.483, 3.810], [-6.725, 1.214, 5.069], [-0.335, -2.831, -5.426], [-0.007, 7.029, 0.064], [-2.606, -4.683, -0.696], [-2.105, -2.476, -2.063], [0.340, -5.759, 2.202], [-5.368, 2.619, 6.723], [-1.942, 5.325, -2.911], [-2.745, -1.897, 0.197], [-1.302, 0.120, 1.914], [-5.961, 2.004, 3.063], [-0.785, 2.350, 0.552], [-1.135, 4.992, 1.424], [-5.156, -0.606, 4.045], [-1.378, 5.637, -4.720], [-1.157, -1.989, -3.351], [-0.754, 4.070, -3.713], [-0.971, -4.762, 6.106], [1.305, -4.471, -9.133], [-3.252, -2.077, -5.806], [-1.541, -5.210, -0.603], [5.892, -5.193, 4.334], [-2.829, 7.037, 2.303], [2.526, -5.376, 2.981], [-2.821, -4.560, -2.976], [1.857, -5.856, -10.638], [4.712, 0.422, 5.700], [7.948, -2.929, 2.622], [2.623, 7.457, 0.136], [1.330, -5.390, 3.250], [0.326, 0.726, -6.680], [-2.314, 2.933, 2.769], [2.255, 5.621, -1.933], [-0.501, -0.963, -6.538], [1.551, -4.762, 5.336], [1.175, -5.080, -10.314], [-0.195, -0.627, -3.300], [1.994, 1.705, -2.169], [2.328, -4.807, -8.266], [1.681, -1.318, -4.890], [-0.153, 0.275, -1.933], [-4.051, 0.941, 2.105], [-4.578, -0.130, 5.841], [9.562, -3.108, 4.698], [-1.231, -2.999, -4.676], [-6.773, 1.239, 2.641], [-0.848, -3.633, -10.814], [2.399, -0.757, 5.340], [-2.711, -3.027, -5.387], [0.917, 7.127, 3.152], [1.667, 4.165, -2.976], [8.612, -4.845, 6.600], [3.384, 8.003, 0.847], [5.670, -4.165, 2.230], [0.822, -5.046, 4.587], [-1.854, -3.278, -11.693], [-4.650, 1.947, 2.079], [2.008, 8.585, 2.659], [-3.735, 3.935, 1.407], [-5.513, 3.201, 0.242], [-3.915, 2.755, 5.518], [1.992, 0.074, 3.434], [-4.246, 3.950, 3.221], [1.132, 6.364, -4.338], [-1.393, -2.240, -9.314], [-0.216, 5.531, 0.135], [-3.032, -3.832, -2.069], [0.777, -0.566, 3.270], [-4.198, -3.583, -2.080], [0.326, 6.003, -3.112], [2.571, 8.082, -0.879], [-5.216, 2.100, 0.516], [-1.453, 3.391, 1.635], [-3.730, 3.266, 2.396], [0.086, -4.715, -11.233], [-4.334, 1.672, -0.162], [4.048, 2.337, 1.722], [2.722, -0.107, 4.537], [1.008, 8.004, 2.363], [1.084, 7.439, 0.792], [-1.030, 5.228, -3.655], [0.429, 4.437, -0.953], [0.444, -0.274, 2.394], [7.632, -3.591, 3.418], [-0.720, -3.027, -9.632], [8.361, -3.769, 4.522], [-3.434, -4.860, 0.351], [-3.915, 6.799, 2.736], [-2.633, 8.068, 1.777], [0.168, 2.833, -0.735], [0.106, 7.018, -2.574], [4.012, 0.580, 4.706], [3.732, 1.675, 2.518], [-6.125, 1.359, 0.442], [-3.608, 0.488, 4.302], [9.897, -3.404, 5.572], [-0.967, -5.803, 2.467], [3.037, 6.369, -0.041], [-0.486, -5.086, 4.852], [7.912, -4.687, 5.606], [2.206, -4.228, -7.482], [-2.074, -1.553, -0.706], [0.139, 8.804, 2.506], [-5.105, 2.746, 5.588], [4.461, 1.497, 3.622], [-1.270, 0.621, -5.682], [4.677, -5.833, 4.170], [5.997, 1.862, 4.672], [1.309, 0.777, -4.509], [-1.118, -0.207, -0.655], [1.797, -5.955, 1.003], [-5.679, 1.555, 4.618], [-0.295, 0.023, -5.943], [0.822, -6.057, 0.940], [0.489, -2.880, -7.605], [0.693, -0.212, -4.614], [2.454, 0.970, 2.339], [-3.379, -4.208, -5.503], [-2.667, -5.529, 4.088], [-0.068, -5.267, -12.317], [-6.474, 3.077, 2.992], [5.662, 2.159, 3.798], [6.354, -4.297, 3.239]], "e_homo_ev": -7.995, "energy_ha": -4115.64646, "homo_lumo_gap_ha": 0.2223, "smiles": "C=Cc1c(N=C(C)C)c(C[C@H](C)F)c2c(c1OC[C@H](C)CC(C)C)C(=O)c1cc(CC=O)c(CC=O)c([C@H](C)F)c1C2=O.O=C1C=C(O)C(=O)C=C1O.O=C1C=C(O)C(=O)C=C1O.O=C1C=C(O)C(=O)C=C1O.O=C1C=C(O)C(=O)C=C1O", "mol_weight_da": 1154.09}



{"formula": "C2H7N3O2", "method": "ωB97M-V/def2-TZVPD", "symbols": ["N", "H", "N", "H", "C", "H", "O", "O", "H", "N", "H", "C", "H", "H"], "xyz": [[-1.309, 1.480, -1.682], [-0.254, -1.774, 1.049], [0.533, 0.217, -0.959], [0.100, 0.494, 1.556], [0.692, -1.482, 1.515], [0.679, -1.728, 2.573], [1.469, 0.307, 0.185], [-1.554, 0.096, 0.088], [1.041, 0.692, -1.695], [0.979, -0.060, 1.385], [1.491, -2.036, 1.027], [-0.823, 0.642, -0.710], [-0.740, 1.706, -2.490], [-2.302, 1.447, -1.842]], "relative_energy_kcal_mol": 99.2, "e_homo_ev": -9.109, "energy_ha": -395.04694, "homo_lumo_gap_ha": 0.3586, "smiles": "CNONC(N)=O", "mol_weight_da": 105.10}



{"formula": "C8H22IN6O10P", "method": "ωB97M-V/def2-TZVPD", "symbols": ["C", "H", "N", "O", "H", "H", "H", "O", "H", "H", "C", "O", "C", "H", "N", "H", "C", "C", "O", "H", "H", "C", "O", "H", "I", "H", "C", "N", "N", "H", "O", "O", "N", "H", "O", "H", "P", "O", "N", "C", "H", "H", "H", "O", "H", "H", "H", "H"], "xyz": [[-4.610, -4.679, 6.503], [1.573, 5.952, -9.422], [-0.768, -5.470, 1.536], [2.425, 4.251, -7.671], [0.612, 4.934, -3.507], [0.398, 4.619, -9.232], [-1.696, -0.514, 1.036], [0.413, -5.414, 1.251], [-3.994, -4.827, 7.385], [-2.922, -0.814, 0.047], [3.596, 2.439, 3.696], [-1.675, -5.279, 0.758], [1.089, -2.812, 0.020], [0.067, 6.216, -8.492], [-3.821, -5.142, 5.329], [-1.494, 0.292, -1.768], [-1.206, -0.360, -0.948], [-1.134, -5.787, 2.942], [0.791, 2.835, -1.996], [0.003, 0.871, 0.623], [3.373, 2.749, 2.683], [0.831, 5.501, -8.771], [4.034, 3.468, 5.715], [-1.731, -6.694, 2.927], [2.865, 0.774, 0.472], [-1.210, -1.401, -1.261], [1.091, 4.059, -3.935], [3.778, 3.651, 4.544], [0.588, 2.870, -3.192], [-5.520, -5.264, 6.555], [-4.277, -6.036, 4.654], [0.010, 2.008, -3.819], [-2.140, -0.189, 0.182], [-1.708, -4.956, 3.333], [1.173, 5.527, -6.476], [0.841, 3.943, -4.973], [0.560, 0.065, -0.389], [3.659, 4.735, 4.016], [1.535, 5.057, -7.537], [0.916, -1.632, -0.070], [1.176, -3.852, -0.159], [2.167, 4.096, -3.792], [-0.221, -5.929, 3.508], [-2.761, -4.583, 5.126], [4.521, 1.873, 3.736], [-4.825, -3.626, 6.355], [2.775, 1.868, 4.117], [0.850, 0.604, -1.639]], "e_homo_ev": -8.415, "energy_ha": -2037.39487, "homo_lumo_gap_ha": 0.2975, "smiles": "C#C[PH2](I)CN.C[N+](=O)[O-].C[N+](=O)[O-].C[N+](=O)[O-].C[N+](=O)[O-].C[N+](=O)[O-]", "mol_weight_da": 520.17}



Please write out number 3 again, unchanged.
{"formula": "C2H7N3O2", "method": "ωB97M-V/def2-TZVPD", "symbols": ["N", "H", "N", "H", "C", "H", "O", "O", "H", "N", "H", "C", "H", "H"], "xyz": [[-1.309, 1.480, -1.682], [-0.254, -1.774, 1.049], [0.533, 0.217, -0.959], [0.100, 0.494, 1.556], [0.692, -1.482, 1.515], [0.679, -1.728, 2.573], [1.469, 0.307, 0.185], [-1.554, 0.096, 0.088], [1.041, 0.692, -1.695], [0.979, -0.060, 1.385], [1.491, -2.036, 1.027], [-0.823, 0.642, -0.710], [-0.740, 1.706, -2.490], [-2.302, 1.447, -1.842]], "relative_energy_kcal_mol": 99.2, "e_homo_ev": -9.109, "energy_ha": -395.04694, "homo_lumo_gap_ha": 0.3586, "smiles": "CNONC(N)=O", "mol_weight_da": 105.10}



- Number 4 is which compound?
  C8H22IN6O10P